A molecular structure, C17H14BrClFeO10P2S in a non-equilibrium geometry. Source: OMol25; level of theory: ωB97M-V with the def2-TZVPD basis set.

Output
Relative energy (zero: lowest compared OMol25 entry of this formula, charge and spin)   0.000 eV
Lowest unoccupied orbital energy (spin up / spin down)   -0.3978 / -0.5228 hartree
2S+1   6
Total charge   +3

Element x y z (Å)
C1 -0.32482 3.98174 -1.11788
C2 -1.91424 3.84386 -1.34335
O1 -2.40757 4.49391 -2.29911
O2 -2.69706 3.03322 -0.43775
C3 -3.57467 2.14207 -1.13078
O3 -4.61165 2.59824 -1.70139
C4 -3.37316 0.55150 -1.19372
C5 -2.05704 0.01940 -0.45880
C6 -2.06062 0.19657 1.10857
C7 -3.32396 0.86524 1.87551
C8 -0.86379 -0.29801 1.98824
P1 -0.98365 -0.03320 3.88418
O4 -1.07480 -1.58208 4.62005
Br1 0.83927 1.06589 4.65422
C9 0.35904 -0.98424 1.29216
C10 0.36871 -1.15636 -0.27817
C11 -0.81940 -0.64670 -1.18533
C12 -0.76270 -0.80890 -2.79217
C13 0.50853 -0.02482 -3.45484
O5 0.68433 -0.19146 -4.71950
Cl1 1.67118 1.00481 -2.52698
C14 1.66158 -1.89228 -0.87858
O6 1.66349 -2.45712 -2.01672
C15 3.05417 -2.01717 -0.06269
P2 4.69597 -2.40068 -0.94511
O7 4.59580 -2.29621 -2.47980
O8 6.01532 -1.48950 -0.38218
O9 5.09216 -4.04574 -0.62375
C16 3.00702 -1.85371 1.35718
S1 4.51551 -1.94153 2.46862
C17 1.61044 -1.56562 2.13426
O10 1.56415 -1.84784 3.35503
H1 0.16195 2.96363 -1.29849
H2 0.10035 4.70010 -1.91185
H3 -0.07473 4.33446 -0.05887
H4 -3.50128 0.20215 -2.27179
H5 -4.26629 0.10035 -0.60809
H6 -3.07933 1.93436 2.23606
H7 -3.58684 0.17951 2.76465
H8 -4.26193 0.92775 1.20618
H9 -0.24409 -1.76060 5.13590
H10 -1.68969 -0.29145 -3.24950
H11 -0.78158 -1.91785 -3.07896
H12 5.68033 -0.69488 0.09523
H13 5.49365 -4.11394 0.28495
H14 4.33289 -3.19408 3.08994
Fe1 -5.34097 2.36722 0.95524

Per-atom Löwdin charges, elementary charge units: atom 1 (C): 0.023, atom 2 (C): -0.334, atom 3 (O): 0.135, atom 4 (O): 0.007, atom 5 (C): -0.365, atom 6 (O): 0.119, atom 7 (C): -0.028, atom 8 (C): -0.020, atom 9 (C): -0.102, atom 10 (C): -0.075, atom 11 (C): -0.214, atom 12 (P): 0.802, atom 13 (O): -0.247, atom 14 (Br): 0.554, atom 15 (C): 0.018, atom 16 (C): 0.031, atom 17 (C): -0.025, atom 18 (C): -0.031, atom 19 (C): -0.457, atom 20 (O): 0.312, atom 21 (Cl): 0.880, atom 22 (C): -0.250, atom 23 (O): 0.076, atom 24 (C): -0.125, atom 25 (P): 0.651, atom 26 (O): -0.290, atom 27 (O): -0.165, atom 28 (O): -0.146, atom 29 (C): -0.421, atom 30 (S): 0.805, atom 31 (C): -0.274, atom 32 (O): -0.007, atom 33 (H): 0.028, atom 34 (H): 0.124, atom 35 (H): 0.106, atom 36 (H): 0.146, atom 37 (H): 0.143, atom 38 (H): 0.118, atom 39 (H): 0.112, atom 40 (H): 0.024, atom 41 (H): 0.094, atom 42 (H): 0.143, atom 43 (H): 0.173, atom 44 (H): 0.067, atom 45 (H): 0.084, atom 46 (H): -0.041, atom 47 (Fe): 0.846